This record from OMol25 describes a 13-piece molecular cluster, C26H78O13 overall in a non-equilibrium geometry. The level of theory is ωB97M-V with the def2-TZVPD basis set.

Structure (XYZ):
```
117
Properties=species:S:1:pos:R:3
C -3.01960 -26.12099 7.16170
C -4.40246 -25.90925 6.60038
O -4.37005 -24.79694 5.70626
H -2.60645 -25.18609 7.54788
H -2.31577 -26.46744 6.40644
H -3.07896 -26.80535 8.01057
H -5.10849 -25.70366 7.41651
H -4.75742 -26.81969 6.09762
H -5.22932 -24.72129 5.26188
C -1.81287 -17.66033 3.92234
C -3.19734 -17.41112 3.41817
O -3.93585 -16.78822 4.45150
H -1.83163 -18.29819 4.80680
H -1.42472 -16.71081 4.31759
H -1.08462 -18.00602 3.19449
H -3.68398 -18.36354 3.14092
H -3.18812 -16.80828 2.49718
H -4.86700 -16.78418 4.18006
C -1.94416 -23.27526 0.06147
C -1.65535 -22.92865 -1.38529
O -0.83258 -21.75246 -1.42208
H -1.00944 -23.41860 0.59790
H -2.59948 -24.14483 0.12960
H -2.49986 -22.45777 0.53461
H -2.56780 -22.77497 -1.96724
H -1.10043 -23.77897 -1.80577
H -0.95419 -21.36108 -2.29272
C -5.00940 -26.42319 2.76098
C -6.48583 -26.37224 3.00576
O -6.77301 -25.55406 4.17818
H -4.81834 -27.08572 1.91210
H -4.44550 -26.77382 3.61955
H -4.64599 -25.43182 2.47684
H -6.92035 -27.35983 3.19140
H -7.05185 -25.97042 2.16978
H -7.36592 -26.03927 4.75505
C -1.95758 -21.26418 3.39719
C -2.87504 -22.32798 3.92599
O -2.31591 -22.90827 5.08068
H -1.09311 -21.75210 2.93968
H -1.61739 -20.56023 4.15038
H -2.46690 -20.68652 2.61875
H -3.11012 -23.05725 3.13094
H -3.85803 -21.86912 4.13962
H -2.96393 -23.54982 5.42223
C -3.95456 -20.02350 -1.35458
C -4.83057 -18.88690 -0.94766
O -6.15178 -19.02645 -1.61269
H -4.35210 -20.95878 -0.94785
H -2.94726 -19.92164 -0.93644
H -3.78720 -20.11490 -2.42767
H -4.46436 -17.90163 -1.26999
H -4.99746 -18.81815 0.13404
H -6.62492 -18.21573 -1.39864
C -6.79528 -17.48365 2.18047
C -7.64544 -16.75521 3.19443
O -6.75868 -16.21695 4.18940
H -6.14096 -16.79540 1.63750
H -7.38544 -17.99810 1.41294
H -6.19482 -18.26786 2.64469
H -8.35839 -17.44905 3.66016
H -8.22955 -15.95408 2.72567
H -7.27777 -15.71051 4.82251
C -10.08254 -19.80631 3.03639
C -11.58140 -19.69377 3.06176
O -12.15705 -20.56832 4.00626
H -9.61664 -19.04949 2.40158
H -9.76964 -20.77153 2.63512
H -9.68562 -19.75716 4.05360
H -12.01742 -19.91553 2.08873
H -11.88027 -18.66082 3.28528
H -11.86768 -20.27904 4.87785
C -6.42720 -18.85149 6.36193
C -6.38478 -19.75534 5.13923
O -6.67083 -21.07191 5.51473
H -7.41055 -18.82711 6.83059
H -6.14334 -17.84950 6.04232
H -5.69332 -19.22124 7.08040
H -5.37818 -19.66962 4.70203
H -7.12395 -19.39048 4.40324
H -6.53829 -21.68043 4.76506
C -6.27043 -21.03717 1.86288
C -5.92120 -22.50027 2.00386
O -6.23221 -22.86682 3.34677
H -6.16741 -20.69212 0.83272
H -5.53262 -20.46609 2.43892
H -7.26202 -20.84087 2.26593
H -4.86753 -22.67561 1.74991
H -6.49911 -23.09847 1.29018
H -6.32213 -23.83276 3.44027
C -8.01704 -25.61363 -2.99271
C -7.45735 -25.06644 -1.67662
O -6.40477 -24.15069 -1.92103
H -8.74238 -26.41875 -2.84211
H -7.21912 -26.01832 -3.61816
H -8.49153 -24.80294 -3.55053
H -7.02228 -25.89458 -1.12159
H -8.27756 -24.61358 -1.11524
H -6.77752 -23.25210 -1.95045
C -9.24134 -23.44624 2.57109
C -10.71400 -23.73106 2.54650
O -11.04950 -24.49276 1.37109
H -8.70491 -24.37719 2.37143
H -8.90765 -22.96144 3.48390
H -8.93395 -22.78304 1.75302
H -11.27486 -22.78578 2.59789
H -11.04678 -24.28890 3.43434
H -11.91305 -24.23656 1.04592
C -7.16652 -21.98783 -5.06292
C -6.35008 -21.27908 -4.00867
O -6.93627 -21.51124 -2.71539
H -7.26753 -23.05592 -4.86365
H -6.70280 -21.88695 -6.05128
H -8.16998 -21.57250 -5.17545
H -6.29673 -20.20651 -4.23580
H -5.31070 -21.63626 -3.98299
H -6.61231 -20.79164 -2.13463
```

Values from the calculation:
Net charge: 0
HOMO-LUMO gap (Eh): 0.350
Energy relative to the best compared isomer or geometry (same formula, charge and spin) (kcal per mole): 35.8



This record from OMol25 describes a 13-piece molecular cluster, C26H78O13 overall in a non-equilibrium geometry. The level of theory is ωB97M-V with the def2-TZVPD basis set.

Structure (XYZ):
```
117
Properties=species:S:1:pos:R:3
C 10.90595 13.28169 7.09368
C 12.24823 12.71825 7.40489
O 13.01714 13.64123 8.07076
H 10.34205 12.52097 6.55384
H 11.04854 14.19689 6.51907
H 10.33478 13.56445 7.97794
H 12.81445 12.45707 6.51087
H 12.25586 11.78518 7.96829
H 13.07511 13.45149 9.01003
C 8.85783 7.11233 12.38548
C 7.82692 8.26316 12.71027
O 7.77427 8.22394 14.15106
H 9.01555 6.93013 11.32245
H 8.58271 6.17424 12.86756
H 9.81865 7.38298 12.82326
H 6.83185 8.17935 12.27334
H 8.30368 9.22092 12.50175
H 6.91479 8.52769 14.45210
C 11.13837 16.66402 8.31115
C 10.46773 16.69843 9.72417
O 11.14690 17.69126 10.47236
H 10.72378 15.92661 7.62381
H 12.20998 16.47418 8.37202
H 11.03067 17.61272 7.78534
H 10.46600 15.78255 10.31516
H 9.40357 16.92046 9.64438
H 11.22562 18.52272 9.99897
C 7.69890 11.91081 15.05306
O 8.70458 12.58428 14.31801
H 7.69576 10.83777 14.86156
H 7.70779 12.00335 16.13909
H 6.79674 12.32721 14.60494
H 8.95193 13.36907 14.81252
C 5.49914 12.39603 11.71262
O 4.95049 12.16367 12.96729
H 6.58892 12.37571 11.72066
H 5.18408 11.61507 11.02056
H 5.18494 13.35137 11.29227
H 4.90460 13.01870 13.40137
C 11.47493 9.79819 14.25169
O 12.75324 9.29189 13.88421
H 10.76518 8.97708 14.15102
H 11.55945 10.21234 15.25640
H 11.03269 10.55331 13.60183
H 12.71302 8.67360 13.15093
C 13.78578 12.53447 11.74130
O 13.51312 13.51659 10.78963
H 14.71380 12.73938 12.27506
H 12.99680 12.41667 12.48409
H 13.93292 11.51055 11.39775
H 13.14569 14.29328 11.21782
C 9.72878 12.84222 11.15907
O 9.07060 11.75652 11.75394
H 10.67874 12.55513 10.70823
H 9.12512 13.16219 10.30977
H 9.93915 13.62153 11.89155
H 9.10613 11.99210 12.68390
C 12.34561 14.07078 15.66210
C 11.06860 14.89347 16.02101
C 10.40856 15.51933 14.79532
O 10.03738 14.04969 16.47920
H 13.15697 14.78836 15.54020
H 12.15282 13.47404 14.77056
H 12.71542 13.44459 16.47402
H 11.29883 15.65640 16.76467
H 10.22014 14.82909 13.97302
H 11.15614 16.16664 14.33682
H 9.53839 16.13474 15.02377
H 10.41539 13.46975 17.14431
C 7.45612 14.97280 8.49904
C 7.44061 16.28468 7.69953
C 7.00910 16.09932 6.21687
O 6.50667 17.11890 8.31153
H 7.78298 15.17143 9.51973
H 8.09808 14.24057 8.00932
H 6.44382 14.57191 8.55035
H 8.38449 16.82787 7.74563
H 7.75722 15.48587 5.71477
H 7.03708 17.07035 5.72249
H 6.04849 15.63380 5.99634
H 5.67407 16.69404 8.09273
C 5.89236 11.17706 7.83557
C 7.22558 10.88471 7.20713
C 8.10006 10.13093 8.18214
O 7.02057 9.98770 6.14822
H 5.17935 11.42546 7.04944
H 5.94581 11.97350 8.57781
H 5.37728 10.35196 8.32750
H 7.70640 11.80160 6.86619
H 8.27675 10.74848 9.06278
H 9.06187 9.84455 7.75670
H 7.66215 9.20723 8.56045
H 7.88851 9.72622 5.83216
C 6.90606 17.70131 11.77674
C 6.24248 16.35276 12.04573
C 7.21344 15.48480 12.86544
O 5.09355 16.49064 12.87795
H 7.53391 18.03396 12.60333
H 6.14298 18.45340 11.57633
H 7.54932 17.64974 10.89830
H 6.00868 15.85661 11.10378
H 7.49121 15.87851 13.84316
H 8.09021 15.36290 12.22942
H 6.69596 14.53161 12.97380
H 4.99418 15.76089 13.49374
C 12.33560 7.20734 9.32695
C 12.65452 8.25965 10.45778
C 11.60956 9.34934 10.38278
O 12.48847 7.72618 11.75210
H 12.87684 6.26705 9.43185
H 12.60712 7.54320 8.32617
H 11.26511 7.01498 9.39885
H 13.66678 8.65824 10.39035
H 11.56341 9.85323 9.41734
H 11.82407 10.12805 11.11468
H 10.59973 8.98879 10.57864
H 12.96274 6.89440 11.82148
```

Values from the calculation:
Net charge: 0
HOMO-LUMO gap (Eh): 0.367
Energy relative to the best compared isomer or geometry (same formula, charge and spin) (kcal per mole): 80.4



In the order shown, the computed lowest unoccupied orbital energy values come out to 0.27, 0.47 eV.
In the order shown, the computed molar mass values come out to 598.9, 598.9 g mol⁻¹.